(1)
Computed, not measured: a molecular structure, C4H9NO, with ωB97M-V/def2-TZVPD.

CARTESIAN COORDINATES (ANGSTROEM)
C 1.505 -0.957 0.564
C 0.672 -0.387 -0.578
O -0.126 -1.386 -1.168
C -0.170 0.790 -0.093
C -1.250 1.382 -0.909
N -1.432 0.367 0.534
H 2.090 -1.811 0.214
H 2.192 -0.209 0.978
H 0.848 -1.298 1.374
H 1.325 -0.025 -1.380
H -0.739 -1.690 -0.483
H 0.387 1.458 0.569
H -2.102 0.399 -0.388
H -1.466 2.390 -0.522
H -1.733 0.977 1.287

Results
**Max |F|**: 0.007 Eh/bohr
**Electronic energy**: -7827.463 eV
**ΔE to the lowest compared entry with this formula, charge and spin**: 4.857 eV
**HOMO energy**: -8.7388 eV
**Gap between HOMO and LUMO**: 9.554 eV

(2)
Computed, not measured: 2 unconnected molecules or ions with the total composition C4H13NO2 at a distorted geometry, with ωB97M-V/def2-TZVPD.

CARTESIAN COORDINATES (ANGSTROEM)
C -1.168 1.256 -0.080
O -1.888 2.257 -0.838
C 0.293 1.212 -0.547
C 0.640 -0.079 -1.321
C 0.671 -1.316 -0.390
N 1.945 -2.023 -0.563
H -1.188 1.520 0.977
H -1.658 0.336 -0.329
H -2.301 2.853 -0.235
H 0.519 2.089 -1.128
H 0.974 1.173 0.309
H -0.134 -0.250 -2.078
H 1.565 0.033 -1.848
H -0.132 -1.979 -0.712
H 0.516 -0.980 0.627
H 1.927 -2.587 -1.392
H 2.274 -2.572 0.214
H -0.560 -1.579 3.654
H -0.818 -0.261 2.924
O -0.264 -1.046 2.912

Results
**Max |F|**: 0.031 Eh/bohr
**SMILES**: NCCCCO.O
**Electronic energy**: -9943.094 eV
**ΔE to the lowest compared entry with this formula, charge and spin**: 1.103 eV
**HOMO energy**: -8.7430 eV
**Gap between HOMO and LUMO**: 9.296 eV

(3)
Computed, not measured: a molecular structure, C21H30LaNO2P2 at a distorted geometry, with ωB97M-V/def2-TZVPD.

CARTESIAN COORDINATES (ANGSTROEM)
La -0.516 0.540 0.287
P 1.271 2.081 -1.149
C 1.220 1.013 -2.732
C 0.416 -0.246 -2.744
N -0.321 -0.661 -1.675
C -0.968 -1.861 -1.811
C -0.835 -2.628 -2.992
C -0.248 -2.100 -4.129
C 0.375 -0.852 -4.047
C -1.708 -2.488 -0.625
P -2.708 -1.333 0.455
H 0.867 -0.418 -4.858
H -1.324 -3.593 -2.999
H -0.206 -2.642 -5.074
H -2.393 -3.290 -0.974
H -0.972 -2.978 0.059
H 0.808 1.753 -3.446
H 2.286 0.895 -2.977
H -3.639 3.189 -3.961
O -3.570 3.917 -4.596
H -2.909 3.629 -5.267
H -1.294 3.172 0.688
O -2.007 2.199 0.736
H -2.805 2.836 1.093
C -4.318 -1.288 -0.406
H -4.868 -2.243 -0.455
H -4.984 -0.571 0.088
H -4.207 -0.918 -1.430
C -3.082 -2.519 1.785
H -3.576 -2.022 2.622
H -3.728 -3.372 1.522
H -2.171 -2.941 2.216
C 3.081 2.129 -0.791
H 3.575 2.898 -1.404
H 3.398 2.327 0.245
H 3.543 1.175 -1.041
C 1.112 3.743 -1.891
H 1.031 4.551 -1.125
H 2.034 3.869 -2.491
H 0.252 3.707 -2.581
C 2.178 -2.806 4.178
C 1.315 -2.912 3.072
C 0.974 -1.780 2.358
C 1.454 -0.488 2.725
C 1.081 0.699 2.046
C 1.585 1.921 2.450
C 2.545 2.014 3.485
C 2.916 0.874 4.171
C 2.370 -0.388 3.832
C 2.692 -1.568 4.537
H 2.442 -3.713 4.726
H 0.898 -3.882 2.772
H 0.337 -1.862 1.459
H 1.282 2.850 1.960
H 3.014 2.969 3.742
H 3.610 0.914 4.998
H 3.394 -1.500 5.364

Results
**Max |F|**: 0.179 Eh/bohr
**Charge**: +2
**Electronic energy**: -47270.282 eV
**HOMO energy**: -12.9578 eV
**Gap between HOMO and LUMO**: 6.423 eV

(4)
Computed, not measured: C6H8 in the gas phase at a distorted geometry, with ωB97M-V/def2-TZVPD.

CARTESIAN COORDINATES (ANGSTROEM)
C 1.235 -0.698 -0.554
C 0.908 0.212 0.623
C 0.729 0.669 -0.792
C -0.797 0.739 -0.573
C -1.442 -0.584 0.453
C -0.568 0.430 0.948
H 0.608 -1.536 -0.848
H 2.297 -0.867 -0.694
H 1.682 0.521 1.310
H 1.345 1.469 -1.212
H -1.496 0.626 -1.389
H -2.490 -0.470 0.777
H -1.171 -1.592 0.180
H -0.840 1.082 1.770

Results
**Max |F|**: 0.028 Eh/bohr
**SMILES**: C1[C@H]2[C@@H]1[C@H]1C[C@@H]21
**Electronic energy**: -6346.750 eV
**ΔE to the lowest compared entry with this formula, charge and spin**: 4.034 eV
**HOMO energy**: -7.9418 eV
**Gap between HOMO and LUMO**: 9.175 eV

(5)
Computed, not measured: a molecular structure, C35H52Cl2OP4Ti at a distorted geometry, with ωB97M-V/def2-TZVPD.

CARTESIAN COORDINATES (ANGSTROEM)
P 1.627 4.276 -3.302
C 1.923 5.995 -2.727
C 3.139 6.673 -2.904
H 4.031 6.133 -3.220
C 3.193 8.058 -2.710
H 4.121 8.592 -2.917
C 2.064 8.752 -2.265
H 2.096 9.839 -2.154
C 0.893 8.052 -1.954
H 0.027 8.585 -1.561
C 0.821 6.675 -2.168
H -0.090 6.114 -1.937
C 3.331 3.755 -3.757
C 4.174 3.331 -2.712
H 3.741 3.133 -1.725
C 5.546 3.209 -2.926
H 6.196 2.917 -2.098
C 6.091 3.486 -4.183
H 7.173 3.451 -4.329
C 5.244 3.808 -5.246
H 5.658 3.995 -6.238
C 3.867 3.913 -5.048
H 3.213 4.150 -5.889
C 0.925 4.613 -4.966
C 0.978 5.872 -5.587
H 1.275 6.757 -5.021
C 0.675 5.988 -6.947
H 0.773 6.959 -7.436
C 0.262 4.869 -7.674
H 0.074 4.950 -8.747
C 0.081 3.642 -7.022
H -0.288 2.781 -7.577
C 0.394 3.512 -5.667
H 0.245 2.565 -5.139
Ti 0.114 0.509 0.003
C 0.900 -1.144 -1.155
C 1.870 -0.943 -2.055
H 0.604 -2.159 -0.857
C 2.195 0.480 -2.447
O 1.922 0.627 -3.863
H 2.289 1.481 -4.166
C 1.348 1.407 -1.653
H 3.261 0.704 -2.245
C 0.639 2.383 -1.315
Cl -0.334 -1.346 1.457
Cl -0.900 2.220 1.231
P 2.004 0.697 1.700
C 1.551 0.459 3.449
H 1.312 -0.595 3.635
H 0.668 1.066 3.679
H 2.392 0.776 4.080
C 3.308 -0.544 1.450
H 3.688 -0.470 0.425
H 2.886 -1.546 1.598
H 4.119 -0.360 2.165
C 2.858 2.295 1.720
H 2.135 3.079 1.976
H 3.279 2.501 0.728
H 3.659 2.250 2.470
P 2.700 -2.335 -2.893
C 2.579 -3.750 -1.809
C 4.414 -1.891 -3.144
H 1.537 -3.920 -1.511
H 3.191 -3.582 -0.912
H 2.955 -4.632 -2.346
H 4.483 -0.896 -3.605
H 4.871 -2.636 -3.809
H 4.942 -1.891 -2.180
C 1.841 -2.578 -4.442
H 0.918 -3.146 -4.261
H 2.495 -3.132 -5.129
H 1.595 -1.590 -4.856
H 0.389 3.438 -1.360
C -3.715 0.194 1.759
C -3.486 -0.796 0.619
P -2.332 -0.217 -0.706
C -2.340 -1.567 -1.951
C -3.553 -2.501 -1.982
C -3.246 1.147 -1.536
C -4.740 0.934 -1.764
H -2.800 0.356 2.339
H -4.467 -0.220 2.442
H -4.084 1.167 1.414
H -3.024 -1.709 1.020
H -4.437 -1.076 0.143
H -2.206 -1.065 -2.923
H -1.421 -2.143 -1.772
H -4.488 -1.970 -2.201
H -3.406 -3.245 -2.775
H -3.667 -3.045 -1.035
H -3.058 2.043 -0.923
H -2.726 1.299 -2.496
H -5.276 0.657 -0.850
H -5.183 1.871 -2.123
H -4.938 0.174 -2.529

Results
**Max |F|**: 0.070 Eh/bohr
**Charge**: +2
**Electronic energy**: -124488.907 eV
**ΔE to the lowest compared entry with this formula, charge and spin**: 0.000 eV
**HOMO energy (spin up / spin down)**: -12.5655 / -12.5653 eV
**Gap between HOMO and LUMO (spin up / spin down)**: 5.387 / 5.386 eV

(6)
Computed, not measured: a molecular structure, C26H28F5N3O3RuSbTe at a distorted geometry, with ωB97M-V/def2-TZVPD.

CARTESIAN COORDINATES (ANGSTROEM)
Ru 0.080 0.538 -0.184
C 3.469 -0.811 -2.622
O 3.297 -1.705 -1.454
C 2.302 -1.212 -0.777
N 1.703 -0.162 -1.218
C 2.274 0.173 -2.538
C 1.275 0.025 -3.658
C 0.047 -0.595 -3.477
C -0.836 -0.724 -4.545
C -0.492 -0.238 -5.794
C 0.741 0.376 -5.982
C 1.617 0.507 -4.916
C 1.770 -1.829 0.443
C 2.271 -2.840 1.227
C 1.563 -3.168 2.386
C 0.406 -2.482 2.726
C -0.031 -1.482 1.874
N 0.640 -1.193 0.775
C -1.134 -0.454 2.077
N -1.451 0.181 0.769
C -2.901 0.077 0.619
C -3.368 -0.368 2.036
O -2.258 -1.106 2.530
C -3.599 1.294 0.126
C -5.007 1.405 0.381
C -5.694 2.495 -0.037
C -5.003 3.523 -0.756
C -3.620 3.425 -1.029
C -2.922 2.336 -0.606
H 3.440 -1.445 -3.503
H 4.443 -0.343 -2.515
H 2.627 1.203 -2.491
H -0.218 -1.028 -2.517
H -1.784 -1.225 -4.400
H -1.174 -0.346 -6.627
H 1.019 0.751 -6.957
H 2.573 0.997 -5.072
H 3.186 -3.348 0.953
H 1.931 -3.953 3.032
H -0.139 -2.701 3.633
H -3.146 -0.717 -0.110
H -4.240 -1.015 2.024
H -3.546 0.502 2.672
H -5.517 0.618 0.920
H -6.751 2.609 0.160
H -5.557 4.389 -1.097
H -3.126 4.220 -1.569
H -1.857 2.278 -0.788
C 4.441 3.782 1.196
Sb 2.369 3.961 1.368
C 1.680 4.913 -0.353
C 2.092 5.256 2.991
H 4.871 4.773 1.056
H 4.676 3.139 0.352
H 4.815 3.330 2.111
H 1.529 5.962 -0.101
H 0.752 4.445 -0.666
H 2.439 4.816 -1.126
H 2.582 6.203 2.765
H 2.540 4.789 3.864
H 1.027 5.393 3.150
F 0.865 2.695 3.733
Te 0.892 1.542 2.254
F 1.736 0.375 3.432
F -0.429 2.873 1.581
F 2.726 1.185 1.342
F 0.146 2.195 -1.104
O -0.715 0.549 2.949

Results
**Expectation value of S²**: 0.769
**Max |F|**: 0.052 Eh/bohr
**Multiplicity**: 2
**Charge**: +2
**Electronic energy**: -68011.239 eV
**ΔE to the lowest compared entry with this formula, charge and spin**: 3.567 eV
**HOMO energy (spin up / spin down)**: -13.6369 / -13.6328 eV
**Gap between HOMO and LUMO (spin up / spin down)**: 6.213 / 3.764 eV